Record 1
ORCA calculation (ωB97M-V/def2-TZVPD) on a molecular structure, C27H4F20GeMnNO4SSe4.

Output
- lowest unoccupied orbital energy (spin up / spin down) (eV) = 1.553 / -0.211
- max |F| (eV Å⁻¹) = 0.65
- highest occupied orbital energy (spin up / spin down) (hartree) = -0.203 / -0.205
- ⟨S²⟩ = 3.82
- net charge = -1
- multiplicity = 4

Geometry (Å):
Se -1.647 -0.369 -1.770
Se -3.480 0.945 -1.292
Se -0.671 2.330 0.444
Se -2.455 2.960 -0.785
Ge 3.330 0.913 2.477
Mn -0.035 0.055 -0.026
S 1.344 0.323 1.931
F 3.260 -0.648 8.406
F 1.164 -0.382 -2.584
F 5.244 6.718 2.553
F 7.623 -2.376 -0.350
F 5.736 2.276 3.864
F 7.633 0.312 -0.654
F 3.242 -0.517 -0.805
F 3.053 6.074 1.095
F 5.740 -3.567 1.191
F 0.978 1.778 -2.156
F 5.494 -0.722 4.323
F 1.309 0.913 7.348
F 1.442 1.702 4.825
F 3.451 0.788 -2.506
F 3.139 1.638 -0.552
F 3.880 -2.092 2.418
F 5.803 1.815 0.543
F 2.179 3.564 1.002
F 6.566 4.802 3.941
F 5.353 -1.425 6.868
O -0.683 -6.119 3.999
O -1.329 -0.530 1.334
O 0.586 -1.765 -0.201
O -2.129 -5.216 5.308
N -1.388 -5.188 4.342
C 2.793 0.617 -1.347
C -1.307 -1.604 2.019
C 4.761 -0.074 1.552
C 6.699 -1.635 0.263
C 3.429 0.461 4.410
C -2.141 -2.859 3.927
C 2.321 0.500 6.579
C -1.348 -3.960 3.548
C 5.740 0.492 0.755
C 5.475 4.482 3.237
C 1.269 0.563 -1.572
C 6.703 -0.265 0.113
C 2.400 0.871 5.249
C 0.355 -2.725 0.539
C -2.129 -1.721 3.182
C -0.508 -2.735 1.675
C 4.790 -1.454 1.669
C 3.255 3.813 1.759
C 4.806 5.458 2.527
C 3.313 -0.288 7.122
C 5.009 3.185 3.193
C -0.552 -3.904 2.444
C 4.374 -0.684 6.336
C 5.737 -2.239 1.048
C 3.889 2.806 2.468
C 3.693 5.125 1.784
C 4.417 -0.303 5.009
H -2.725 -0.860 3.454
H -2.748 -2.940 4.819
H 0.866 -3.663 0.294
H 0.044 -4.766 2.170

Forces on atoms 1 to 2 (eV/Å):
0.0 0.0 -0.3
0.0 0.0 0.1

=====

Record 2
ORCA calculation (ωB97M-V/def2-TZVPD) on a molecular structure, C43H34N9O2PbS2Se at a distorted geometry.

Output
- lowest unoccupied orbital energy (eV) = -10.018
- max |F| (eV Å⁻¹) = 1.85
- highest occupied orbital energy (hartree) = -0.546
- net charge = +3
- multiplicity = 1

Geometry (Å):
Pb 0.394 -0.209 0.229
Se -4.025 2.208 6.414
S 2.979 0.471 -0.196
S 0.230 2.434 0.094
O -0.160 0.439 -2.007
O -0.984 2.207 -3.811
N 0.449 0.373 2.550
N 0.105 -1.978 -1.301
N -0.675 -1.768 -2.290
N -1.811 0.012 1.072
N -2.270 2.023 6.169
N 1.992 4.297 0.392
N -4.422 1.610 4.786
N 4.170 2.615 0.684
N 1.286 -2.400 1.252
C -4.174 0.015 0.791
C -4.334 0.511 2.066
C -1.186 4.879 1.937
C -2.105 1.523 4.971
C 6.308 2.822 -1.479
C 6.717 0.293 -2.544
C 0.182 5.102 1.839
C -0.726 0.687 3.117
C 0.939 5.243 3.000
C 0.840 5.229 0.485
C 1.806 -2.683 2.445
C -1.032 4.933 4.337
C -1.459 -0.169 -3.913
C -1.792 4.804 3.184
C 3.037 2.090 0.303
C 6.196 0.429 -1.264
C 5.443 1.836 0.671
C 2.403 -3.902 2.729
C 3.340 4.878 0.351
C -3.291 1.294 4.209
C -2.769 -0.971 -5.780
C 6.814 2.686 -2.761
C -0.721 -0.432 -2.725
C 2.484 -4.856 1.730
C -1.950 0.473 2.326
C 0.338 5.150 4.245
C 0.394 1.424 5.106
C 1.949 -4.567 0.483
C -2.834 0.347 -6.266
C -2.886 -0.213 0.319
C 1.581 0.584 3.218
C -1.543 1.151 -4.418
C 0.713 -3.062 -0.991
C 1.595 1.105 4.505
C -3.206 0.753 2.856
C 7.016 1.418 -3.294
C 4.266 4.009 1.146
C -0.794 1.213 4.407
C 5.987 1.693 -0.728
C -2.091 -1.223 -4.622
C 1.796 3.005 0.290
C 1.348 -3.332 0.293
C -2.235 1.393 -5.605
H 7.420 1.312 -4.291
H -2.864 4.670 3.253
H 1.241 6.228 0.317
H 5.295 4.334 1.022
H 5.240 0.863 1.117
H 0.929 5.285 5.141
H 4.023 4.032 2.212
H 2.946 -5.816 1.917
H -2.028 -2.230 -4.233
H 3.651 4.977 -0.692
H 1.716 -1.926 3.211
H -5.022 -0.190 0.153
H 7.073 3.564 -3.336
H -3.368 0.545 -7.186
H -3.250 -1.770 -6.323
H -1.506 4.891 5.308
H 2.778 -4.099 3.723
H 6.121 2.380 1.328
H -1.782 4.785 1.037
H 5.970 -0.451 -0.675
H -5.315 0.720 2.471
H 6.198 3.817 -1.061
H 0.146 5.012 -0.327
H 2.535 1.243 5.018
H -2.717 -0.578 -0.687
H 2.499 0.317 2.708
H 1.991 -5.285 -0.325
H 0.351 1.832 6.107
H 3.298 5.870 0.794
H 0.768 -3.817 -1.770
H 6.895 -0.692 -2.952
H -0.547 1.917 -2.994
H 1.999 5.464 2.939
H -2.284 2.404 -5.981

Forces on atoms 1 to 2 (eV/Å):
0.4 0.0 -0.3
0.1 0.0 -0.3

=====

Record 3
ORCA calculation (ωB97M-V/def2-TZVPD) on 2 unconnected molecules or ions with the total composition C3H10N2O at a distorted geometry.

Output
- lowest unoccupied orbital energy (eV) = 1.040
- SMILES = [H]/N=C/NCC.O
- max |F| (eV Å⁻¹) = 1.13
- highest occupied orbital energy (hartree) = -0.338
- multiplicity = 1

Geometry (Å):
O -0.079 2.121 1.923
N -0.529 0.399 -0.507
N -1.627 -0.223 1.467
C 1.626 -0.772 -1.051
C -1.279 -0.447 0.258
C 0.309 -0.178 -1.551
H 2.483 -0.105 -0.988
H -0.647 1.326 1.976
H 1.513 -1.142 -0.029
H 0.454 0.539 -2.323
H -0.270 -1.009 -1.960
H -1.711 -1.305 -0.246
H -2.242 -0.962 1.773
H -0.166 1.160 0.058
H 0.241 2.243 2.829
H 1.925 -1.643 -1.631

Forces on atoms 1 to 2 (eV/Å):
0.1 -0.1 0.4
-0.2 -0.3 0.6

=====

Record 4
ORCA calculation (ωB97M-V/def2-TZVPD) on a single C16H22N2O4S molecule.

Output
- lowest unoccupied orbital energy (eV) = 0.551
- SMILES = COCCCNS(=O)(=O)c1cc2c3c(c1)[C@@H](C)C(=O)N3CCC2
- max |F| (eV Å⁻¹) = 0.92
- highest occupied orbital energy (hartree) = -0.317
- multiplicity = 1

Geometry (Å):
S 2.594 -1.886 0.822
O 3.148 -2.494 -0.356
O 1.462 2.826 -1.014
O 2.798 -2.525 2.090
O -4.501 0.570 1.438
N 3.177 -0.314 1.008
N -3.072 -0.655 0.138
C 2.564 0.609 -1.171
C -1.102 -1.765 -0.805
C 0.852 -1.596 0.582
C 0.242 -2.034 -0.579
C 0.185 -0.883 1.569
C 3.698 0.326 -0.187
C -1.891 -2.145 -2.024
C 2.508 3.597 -0.478
C 1.439 1.482 -0.588
C -3.415 0.085 1.238
C -1.755 -1.047 0.185
C -1.146 -0.599 1.359
C -2.168 0.181 2.131
C -3.028 -1.136 -2.235
C -1.775 1.642 2.358
C -3.902 -1.017 -0.986
H -3.648 -1.442 -3.077
H 3.483 3.305 -0.883
H -0.944 1.705 3.055
H -4.671 -0.249 -1.105
H 2.971 1.106 -2.053
H -2.394 -0.283 3.096
H -4.399 -1.973 -0.779
H 0.835 -2.579 -1.297
H 0.721 -0.577 2.452
H 2.154 -0.349 -1.487
H 3.832 -0.313 1.776
H 0.468 1.110 -0.925
H 1.470 1.430 0.509
H -2.309 -3.147 -1.889
H -1.243 -2.174 -2.900
H 2.538 3.517 0.616
H 4.190 1.252 0.120
H -2.624 2.186 2.764
H -2.598 -0.159 -2.464
H -1.480 2.104 1.418
H 2.303 4.628 -0.760
H 4.434 -0.322 -0.682

Forces on atoms 1 to 2 (eV/Å):
0.1 0.3 0.3
-0.2 0.2 -0.1

=====

Record 5
ORCA calculation (ωB97M-V/def2-TZVPD) on a single C5H12S2 molecule at a distorted geometry.

Output
- lowest unoccupied orbital energy (eV) = 0.768
- SMILES = CCCSSCC
- max |F| (eV Å⁻¹) = 2.02
- highest occupied orbital energy (hartree) = -0.327
- multiplicity = 1

Geometry (Å):
S -1.317 1.397 0.643
S -0.539 -0.505 0.399
C 0.038 2.125 1.655
C -0.370 -2.557 -2.270
C 0.338 -0.264 -1.182
C 0.749 -1.609 -1.872
C -0.273 1.932 3.176
H 1.197 0.410 -1.192
H 0.569 2.227 3.824
H -0.616 0.927 3.446
H 0.964 1.555 1.526
H -0.915 -3.002 -1.426
H -0.380 0.243 -1.839
H 1.251 -1.237 -2.780
H 1.529 -2.062 -1.245
H -1.097 2.588 3.463
H -1.109 -1.941 -2.787
H -0.072 -3.394 -2.891
H 0.050 3.168 1.352

Forces on atoms 1 to 2 (eV/Å):
0.8 -0.5 0.2
0.1 0.4 -0.3

=====

Record 6
ORCA calculation (ωB97M-V/def2-TZVPD) on a molecular structure, C17H18BCuN7O4 at a distorted geometry.

Output
- lowest unoccupied orbital energy (spin up / spin down) (eV) = -0.958 / -0.969
- max |F| (eV Å⁻¹) = 3.61
- highest occupied orbital energy (spin up / spin down) (hartree) = -0.326 / -0.326
- ⟨S²⟩ = 0.75
- multiplicity = 2

Geometry (Å):
Cu -0.358 -0.532 -0.127
O 0.715 -0.592 1.545
O -1.142 0.636 1.773
O 2.005 -0.068 8.335
O -0.131 0.326 8.671
N -0.720 0.171 -2.925
N 0.848 0.148 7.908
N 1.614 -0.330 -2.340
N 0.195 1.722 -0.677
N -1.289 -0.296 -1.743
N 1.258 -0.944 -1.162
N 0.649 1.960 -1.957
C 2.158 -1.901 -0.901
C -0.669 0.423 6.004
C 1.467 -0.063 4.244
C 3.105 -1.920 -1.932
C -0.110 0.097 2.268
C 0.840 3.286 -2.147
C -1.586 -0.014 -3.937
C 1.701 -0.046 5.615
C 0.091 2.910 -0.077
C 0.177 0.173 3.740
C -0.882 0.427 4.632
C 0.490 3.937 -0.962
C 0.627 0.188 6.500
C -2.528 -0.746 -2.050
C -1.577 -2.298 0.671
C -2.740 -0.594 -3.423
C 2.733 -0.911 -2.816
B 0.722 0.778 -2.948
H -0.276 3.008 0.932
H 2.079 -2.509 -0.011
H 1.202 3.653 -3.093
H 0.505 4.989 -0.772
H -2.297 -2.869 0.069
H 1.057 1.102 -4.047
H -3.162 -1.162 -1.278
H -0.605 -2.817 0.627
H -1.687 -1.174 0.327
H 2.291 -0.257 3.561
H 2.690 -0.220 6.024
H 3.158 -0.566 -3.741
H -1.307 0.271 -4.948
H -1.883 0.623 4.243
H -1.486 0.594 6.710
H 3.937 -2.588 -2.022
H -3.617 -0.885 -3.968
H -1.922 -2.309 1.715

Forces on atoms 1 to 2 (eV/Å):
2.9 2.2 0.0
-1.1 0.5 0.5

=====

Record 7
ORCA calculation (ωB97M-V/def2-TZVPD) on a molecular structure, C29H57FN5O3Si4SnTe.

Output
- lowest unoccupied orbital energy (eV) = -7.261
- max |F| (eV Å⁻¹) = 0.44
- highest occupied orbital energy (hartree) = -0.516
- net charge = +3
- multiplicity = 1

Geometry (Å):
Te 2.280 -0.313 -2.211
Sn 2.737 -0.346 1.498
Si 3.079 -3.984 -3.851
Si -0.849 -2.502 -3.989
Si 2.895 0.676 -4.519
Si 1.468 -2.259 -3.451
F -1.276 4.803 3.870
O 1.252 -1.755 0.898
O 1.029 0.996 1.778
O -0.263 -2.087 -0.708
N -2.977 0.314 1.205
N 4.772 0.058 3.750
N -5.932 6.307 4.537
N 2.003 -1.186 3.529
N -4.057 4.375 3.625
C -3.752 5.187 4.795
C 4.828 -2.222 4.733
C -4.406 0.029 0.938
C 2.626 -5.237 -2.534
C 2.016 2.312 -4.596
C -2.063 -0.524 0.714
C -0.210 0.727 1.586
C -1.464 -3.926 -2.948
C -5.043 5.560 5.500
C 4.779 -3.254 -3.609
C -4.881 5.098 2.666
C -0.891 -2.941 -5.809
C -1.198 1.657 2.095
C 2.800 -4.648 -5.574
C -4.916 0.784 -0.277
C -1.665 -0.865 -3.608
C -0.703 -0.394 0.880
C -1.703 3.685 3.264
C -0.780 2.805 2.788
C -2.572 1.443 1.901
C 3.927 -2.763 3.625
C 0.141 -1.491 0.272
C 2.435 -2.581 3.849
C -6.203 5.493 3.298
C -3.091 3.483 3.111
C 2.198 -0.551 -5.760
C 4.729 -0.722 4.994
C -3.500 2.359 2.420
C 4.746 0.806 -4.602
H -5.093 4.475 1.800
H -4.562 2.192 2.310
H 2.166 -2.824 4.879
H 2.673 -1.539 -5.684
H 4.919 1.042 3.949
H 3.411 -5.545 -5.707
H -0.843 -4.817 -3.063
H 5.567 -0.231 3.187
H 0.934 2.182 -4.637
H 5.031 1.403 -5.474
H -6.761 4.617 3.625
H 1.763 -4.936 -5.749
H 3.352 -6.054 -2.573
H 4.600 -2.738 5.669
H 5.217 -0.174 -4.694
H -6.815 6.094 2.629
H -1.308 -0.072 -4.269
H 1.109 -0.639 -5.671
H -5.599 4.679 5.814
H 0.274 3.007 2.913
H -4.486 -1.047 0.804
H -0.298 -3.830 -6.031
H 2.256 2.933 -3.731
H 4.194 -2.311 2.661
H -2.469 -4.190 -3.288
H -2.442 -1.367 0.149
H -1.924 -3.167 -6.088
H 4.846 -2.658 -2.698
H -4.864 6.208 6.355
H -1.502 -3.662 -1.891
H 5.152 1.295 -3.715
H 3.099 -3.940 -6.350
H -5.478 7.185 4.273
H 3.782 -0.495 5.498
H 5.860 -2.487 4.492
H 1.638 -5.670 -2.701
H -4.788 1.861 -0.161
H -4.973 0.261 1.836
H 1.863 -3.231 3.191
H 5.068 -2.626 -4.455
H -0.551 -2.130 -6.455
H 2.387 -0.226 -6.788
H -3.144 4.621 5.497
H -1.469 -0.579 -2.574
H -2.746 -0.949 -3.754
H -4.386 0.474 -1.178
H -6.810 6.563 4.991
H 2.655 -4.823 -1.524
H 4.128 -3.829 3.504
H -5.976 0.577 -0.422
H 0.993 -1.175 3.417
H -3.194 6.098 4.544
H -4.365 5.997 2.295
H 5.512 -4.063 -3.543
H 2.332 2.851 -5.493
H 2.221 -0.555 4.293
H 5.503 -0.440 5.711

Forces on atoms 1 to 2 (eV/Å):
0.0 0.2 -0.2
0.0 0.0 0.3

=====

Record 8
ORCA calculation (ωB97M-V/def2-TZVPD) on a molecular structure, C23H45Br10Cl3O3 at a distorted geometry.

Output
- lowest unoccupied orbital energy (eV) = -0.098
- max |F| (eV Å⁻¹) = 12.73
- highest occupied orbital energy (hartree) = -0.293
- multiplicity = 1

Geometry (Å):
Br 2.886 -0.675 -0.576
Br 3.432 -2.115 -4.539
Br 1.948 3.588 -2.330
Br 2.568 1.681 2.026
Br -0.719 2.139 -0.296
Br 0.611 5.340 2.589
Br 0.996 -3.962 -2.740
Br 1.366 -1.450 1.853
Br -2.060 5.654 0.383
Br 6.152 3.099 -0.628
Cl -0.327 1.005 5.920
Cl 0.404 2.275 3.451
Cl -1.930 0.620 3.491
O -4.974 0.474 1.714
O 0.168 -5.194 1.479
O 0.192 -0.269 -1.972
C -3.762 0.221 2.460
C 1.732 1.847 -1.300
C 0.225 -0.548 0.484
C 0.059 -3.640 -0.207
C -0.735 -1.385 -1.963
C -3.432 -0.323 0.274
C 2.946 0.976 -1.634
C 4.489 2.952 0.428
C -0.697 -3.098 1.041
C -2.729 0.374 1.388
C -1.756 0.775 -2.585
C -0.162 -3.968 2.113
C 0.352 -5.048 0.066
C -1.955 -0.700 -2.549
C -0.277 0.702 -2.899
C -0.325 0.810 4.158
C 0.288 0.941 0.894
C 2.070 -1.370 -3.353
C -0.820 4.114 0.391
C -4.925 -0.110 0.442
C -0.473 3.841 1.829
C 1.876 -2.315 -2.197
C 4.370 1.741 1.357
H 2.805 -2.536 -1.671
H -3.254 -1.398 0.250
H 0.026 4.302 -0.270
H 5.099 1.815 2.165
H 4.534 0.744 0.949
H -1.447 3.342 -0.054
H 2.560 -0.406 -3.218
H 4.371 3.864 1.015
H -2.557 1.399 1.059
H -0.933 -4.102 2.873
H 3.702 2.792 -0.308
H -2.880 -1.013 -2.066
H -0.278 -2.233 -2.472
H 0.841 1.313 -1.631
H -3.138 0.105 -0.685
H 0.199 2.989 1.927
H 1.053 -3.207 -0.311
H -0.490 -3.408 -1.120
H -1.745 -3.359 0.894
H -2.091 -1.140 -3.537
H 1.350 1.190 0.904
H -0.758 -2.044 1.313
H 1.116 -1.312 -3.877
H 0.055 0.320 -3.865
H 2.868 0.657 -2.674
H -2.489 1.145 -3.302
H -1.725 -0.031 1.510
H 0.210 -0.073 3.811
H -0.903 -1.594 -0.906
H -0.034 0.977 1.935
H 3.828 1.599 -1.486
H 0.136 1.700 -2.748
H 1.187 -1.869 -1.480
H -0.782 -0.955 0.574
H -3.583 0.953 3.247
H 0.723 -3.482 2.524
H 1.338 -5.323 -0.308
H -0.454 -5.627 -0.384
H -5.234 0.588 -0.336
H 1.708 2.183 -0.264
H -1.971 1.125 -1.575
H -1.424 3.727 2.349
H -5.403 -1.089 0.414
H -3.776 -0.786 2.876
H 0.574 -0.840 -0.506

Forces on atoms 1 to 2 (eV/Å):
3.4 3.6 0.7
0.0 -0.2 -0.4